Entry 1:
Formula: C25H18Cl2N2O4Pt
Source: the OMol25 dataset
Level of theory: the ωB97M-V functional and the def2-TZVPD basis

Element x y z (Å)
Pt  -0.82  -0.84  -0.21
Cl  6.00  2.75  -1.07
Cl  4.56  -4.95  2.44
O  1.15  -1.19  -0.47
O  0.19  1.87  0.11
O  -1.01  0.79  -1.45
O  0.31  4.10  -1.59
N  -0.97  -2.09  1.30
N  -2.82  -0.95  -0.14
C  3.23  -2.06  0.02
C  3.66  3.83  -0.23
C  1.29  -2.90  1.25
C  2.32  4.12  -0.38
C  1.60  2.66  -3.82
C  2.17  -3.82  1.90
C  -0.44  1.83  -0.92
C  -5.05  -0.29  -0.63
C  2.28  3.04  -2.54
C  -2.25  -2.01  1.90
C  -0.67  3.09  -1.77
C  4.31  3.13  -1.23
C  -3.69  -0.42  -0.97
C  1.63  3.72  -1.51
C  -4.88  -1.69  2.83
C  -3.25  -1.39  1.09
C  -2.58  -2.37  3.18
C  4.03  -2.94  0.67
C  3.50  -3.84  1.63
C  -4.57  -1.26  1.52
C  3.63  2.75  -2.38
C  1.82  -2.00  0.27
C  -5.48  -0.68  0.61
C  -0.06  -2.94  1.67
C  -3.91  -2.21  3.63
H  3.62  -1.38  -0.71
H  4.20  4.13  0.66
H  -3.30  -0.08  -1.92
H  -0.33  -3.67  2.43
H  0.97  3.47  -4.19
H  1.76  -4.49  2.64
H  2.33  2.43  -4.59
H  -5.90  -1.58  3.20
H  -0.77  2.80  -2.82
H  4.17  2.23  -3.16
H  1.77  4.63  0.40
H  5.10  -2.97  0.47
H  0.96  1.78  -3.69
H  -6.51  -0.55  0.89
H  -1.83  -2.76  3.85
H  -4.15  -2.51  4.64
H  -5.73  0.15  -1.35
H  -1.62  3.53  -1.45

calculated total energy = -2413.70020 Ha
lowest unoccupied orbital energy = -1.25 eV
orbital gap = 6.655 eV
total charge = 0

Löwdin charges in e: 1.27, 0.64, 0.65, -0.19, 0.06, -0.23, -0.04, -0.10, -0.07, 0.01, -0.10, -0.13, 0.00, -0.03, -0.08, -0.63, -0.02, -0.18, -0.19, -0.11, -0.67, -0.07, -0.25, -0.02, -0.15, 0.00, -0.08, -0.68, -0.14, -0.07, -0.33, 0.01, -0.05, -0.06, 0.12, 0.10, 0.12, 0.13, 0.09, 0.11, 0.08, 0.12, 0.11, 0.11, 0.13, 0.11, 0.08, 0.12, 0.12, 0.11, 0.11, 0.14



Entry 2:
Formula: C25H18Cl3N3O3PdS
Source: the OMol25 dataset
Level of theory: the ωB97M-V functional and the def2-TZVPD basis

Element x y z (Å)
Pd  -0.92  -0.78  1.08
Cl  -1.93  -2.80  5.89
Cl  -4.15  -0.94  5.62
Cl  -1.60  -0.01  6.64
S  0.57  1.77  -0.96
O  0.82  -3.67  3.09
O  -0.56  1.61  -0.05
O  0.78  -1.04  -0.56
N  0.59  -2.21  1.31
N  -1.63  -0.59  3.12
N  -6.52  -4.22  -2.33
C  -4.73  -1.63  -0.82
C  -3.69  -0.98  -0.24
C  0.09  4.96  -4.06
C  1.21  -3.25  2.04
C  -0.18  5.26  -2.73
C  4.56  2.02  1.03
C  2.47  -2.78  0.01
C  3.20  2.37  -0.91
C  -2.31  -3.02  -0.40
C  -2.40  -1.14  5.55
C  0.63  2.69  -3.49
C  1.24  -1.94  0.19
C  2.43  -3.70  1.24
C  2.22  1.49  1.16
C  4.43  2.43  -0.29
C  -5.64  -3.67  -1.82
C  0.49  3.69  -4.44
C  3.46  1.56  1.76
C  -1.97  -0.83  4.18
C  -0.04  4.29  -1.75
C  0.37  3.02  -2.16
C  -3.34  -3.68  -0.98
C  -4.57  -2.99  -1.20
C  -2.45  -1.65  0.02
C  2.10  1.92  -0.17
H  5.29  2.79  -0.84
H  -0.02  5.73  -4.81
H  -0.25  4.50  -0.71
H  -5.67  -1.14  -1.01
H  3.57  1.27  2.79
H  3.08  2.70  -1.94
H  2.44  -3.31  -0.95
H  -3.80  0.06  0.05
H  1.35  1.15  1.70
H  2.30  -4.75  0.98
H  3.35  -2.14  -0.02
H  -1.37  -3.53  -0.22
H  0.69  3.47  -5.48
H  5.53  2.07  1.51
H  0.93  1.69  -3.77
H  -0.50  6.25  -2.45
H  3.31  -3.63  1.87
H  -3.26  -4.72  -1.28

calculated total energy = -3259.32292 Ha
lowest unoccupied orbital energy (alpha / beta) = -6.05 / -9.50 eV
<S²> = 6.048
orbital gap (alpha / beta) = 8.428 / 5.184 eV
total charge = +2
multiplicity = 5

Löwdin charges in e: 0.99, 0.68, 0.66, 0.67, 1.14, 0.11, -0.38, -0.09, 0.04, 0.13, 0.27, 0.02, -0.05, -0.02, -0.46, -0.03, -0.01, -0.06, -0.03, -0.04, -1.63, -0.06, -0.52, -0.05, -0.05, -0.02, -0.11, -0.03, -0.03, -0.32, -0.04, -0.39, 0.03, -0.13, -0.11, -0.35, 0.13, 0.13, 0.13, 0.14, 0.13, 0.12, 0.13, 0.11, 0.11, 0.13, 0.13, 0.11, 0.13, 0.13, 0.13, 0.13, 0.13, 0.14



Entry 3:
Formula: C25H18CrF3O7
Source: the OMol25 dataset
Level of theory: the ωB97M-V functional and the def2-TZVPD basis

Element x y z (Å)
Cr  -1.31  0.71  0.18
F  0.33  -0.78  0.52
F  -2.11  -0.92  -1.21
F  1.06  2.20  0.97
O  -2.41  -0.35  1.67
O  -2.97  0.43  3.70
O  -2.55  2.03  -0.78
O  -2.76  4.65  -4.64
O  -0.17  4.05  -5.12
O  -0.13  1.33  -1.32
O  -1.43  1.47  2.43
C  -2.17  -4.43  -2.01
C  4.37  1.90  -0.46
C  1.04  -1.41  1.50
C  4.55  2.22  1.92
C  -2.80  3.33  -2.71
C  2.51  -2.65  3.42
C  -0.64  2.16  -2.17
C  -3.85  -2.49  -0.96
C  -1.70  -3.14  -1.84
C  2.41  2.17  0.88
C  -2.23  0.52  2.58
C  -2.09  2.53  -1.88
C  1.12  -2.64  3.50
C  -4.29  -3.81  -1.08
C  -2.57  -2.19  -1.34
C  2.99  2.03  -0.37
C  -0.01  2.71  -3.22
C  3.17  2.28  2.03
C  -2.18  3.92  -3.86
C  -0.70  3.59  -4.13
C  2.41  -1.40  1.38
C  0.36  -1.99  2.54
C  5.15  1.97  0.69
C  -3.46  -4.77  -1.64
C  3.16  -2.00  2.37
H  -3.82  -5.79  -1.73
H  -4.48  -1.73  -0.52
H  -0.72  -1.97  2.60
H  4.24  -2.00  2.36
H  1.02  2.47  -3.46
H  3.08  -3.16  4.18
H  -2.70  1.21  4.20
H  -5.29  -4.04  -0.74
H  -0.68  -2.88  -2.09
H  6.22  1.84  0.67
H  2.34  2.05  -1.24
H  2.68  2.39  2.99
H  -1.55  -5.18  -2.49
H  2.83  -0.87  0.53
H  -3.86  3.44  -2.53
H  0.64  -3.14  4.33
H  4.83  1.82  -1.44
H  5.15  2.31  2.82

calculated total energy = -2834.37638 Ha
lowest unoccupied orbital energy (alpha / beta) = 2.36 / 2.36 eV
<S²> = 6.010
orbital gap (alpha / beta) = 6.640 / 6.734 eV
total charge = -1
multiplicity = 5

Löwdin charges in e: 0.91, 0.02, 0.03, 0.06, -0.09, 0.11, -0.13, 0.04, 0.05, -0.16, -0.02, -0.09, -0.08, -0.24, -0.10, 0.01, -0.10, -0.34, 0.01, 0.00, -0.27, -0.79, -0.35, -0.08, -0.08, -0.25, 0.00, 0.01, -0.02, -0.37, -0.37, -0.01, 0.01, -0.11, -0.11, -0.07, 0.10, 0.13, 0.12, 0.10, 0.11, 0.10, 0.11, 0.10, 0.12, 0.09, 0.11, 0.12, 0.10, 0.12, 0.11, 0.11, 0.10, 0.10



- Look up the calculated total energy of the first one.
  -2413.70020 Ha



- What is the formula in the first record?
  C25H18Cl2N2O4Pt